# 1
DFT (ωB97M-V/def2-TZVPD) results for a molecular structure, C27H37N3O6S3Sc.

Last column: Löwdin charge in e.
CARTESIAN COORDINATES (ANGSTROEM)
Sc  0.427  -0.473  -0.107  1.0058
C  -4.780  1.038  -0.776  -0.0576
C  -4.593  0.128  0.434  -0.3692
C  -4.372  0.942  1.711  -0.0617
C  -3.497  -0.903  0.264  -0.1844
C  -3.492  -1.987  1.144  -0.0048
C  -2.623  -3.045  0.993  -0.0354
C  -1.722  -3.087  -0.066  -0.2823
C  -0.905  -4.319  -0.329  -0.0246
C  -1.683  -1.997  -0.933  -0.1113
C  -2.549  -0.901  -0.761  -0.0596
H  -5.676  1.646  -0.648  0.0895
H  -4.891  0.461  -1.695  0.0888
H  -3.936  1.721  -0.885  0.0501
H  -5.521  -0.436  0.567  0.1437
H  -3.477  1.551  1.620  0.0203
H  -4.255  0.289  2.578  0.0787
H  -5.222  1.603  1.889  0.0882
H  -4.221  -2.012  1.947  0.1271
H  -2.672  -3.881  1.681  0.1264
H  -1.533  -5.088  -0.783  0.0958
H  -0.506  -4.729  0.600  0.0850
H  -0.076  -4.112  -1.004  0.0700
H  -1.137  -2.095  -1.863  0.1174
H  -2.572  -0.142  -1.535  0.1113
C  2.466  -2.473  3.413  0.0130
C  1.914  -1.667  2.284  -0.2412
N  0.691  -1.631  1.913  -0.0223
O  -0.250  -2.377  2.560  0.0101
C  2.781  -0.712  1.490  -0.4030
C  4.246  -0.625  1.850  -0.0282
N  2.259  -0.006  0.588  0.0263
O  1.576  2.625  0.038  -0.0988
H  1.845  -3.327  3.684  0.0836
H  2.584  -1.834  4.292  0.1147
H  3.449  -2.854  3.147  0.0940
H  0.148  -2.824  3.319  0.0942
H  4.733  -1.592  1.704  0.0854
H  4.386  -0.324  2.891  0.0878
H  4.715  0.099  1.190  0.0822
C  -1.674  4.861  2.363  -0.5012
C  -1.592  3.872  3.528  -0.5008
S  -0.732  2.262  3.340  0.8367
C  0.753  2.725  2.398  -0.4558
C  0.522  2.963  0.890  -0.6532
S  -0.923  2.016  0.252  0.8742
C  -1.345  3.174  -1.087  -0.4486
C  -1.761  4.537  -0.515  -0.5045
S  -2.817  4.470  0.978  0.8686
H  -0.692  5.080  1.949  0.0576
H  -2.059  5.790  2.784  0.0747
H  -2.589  3.574  3.854  0.0713
H  -1.096  4.377  4.358  0.0756
H  1.454  1.902  2.544  0.0633
H  1.165  3.623  2.859  0.0927
H  2.431  2.647  0.481  0.1008
H  0.286  4.015  0.732  0.0739
H  -2.181  2.710  -1.607  0.0630
H  -0.503  3.259  -1.773  0.0948
H  -2.348  5.066  -1.264  0.0778
H  -0.899  5.161  -0.285  0.0714
O  0.725  -0.296  -2.096  -0.0583
C  1.480  -1.323  -2.045  -0.5424
O  1.390  -2.078  -1.030  -0.0497
C  2.458  -1.601  -3.118  -0.1144
C  2.424  -0.846  -4.286  0.0228
C  3.371  -1.060  -5.270  0.0287
C  4.341  -2.025  -5.060  -0.1202
C  4.386  -2.789  -3.905  0.0264
C  3.433  -2.576  -2.926  0.0210
N  5.375  -2.235  -6.090  -0.3461
O  5.323  -1.536  -7.081  0.0954
O  6.201  -3.101  -5.882  0.0936
H  1.653  -0.099  -4.410  0.1278
H  3.375  -0.485  -6.184  0.1266
H  5.164  -3.528  -3.787  0.1255
H  3.438  -3.155  -2.014  0.1262

Computed properties:
LUMO energy = -3.19 eV
E_HOMO = -11.0 eV
total charge = +1
frontier orbital gap = 7.8 eV

=====

# 2
DFT (ωB97M-V/def2-TZVPD) results for 3 unconnected molecules or ions with the total composition C2H12N2O2.

Last column: Löwdin charge in e.
CARTESIAN COORDINATES (ANGSTROEM)
N  -0.604  -1.895  -0.371  -0.0356
C  0.829  -1.828  -0.607  -0.2950
C  1.452  -0.482  -0.953  -0.3151
N  0.552  0.522  -1.448  -0.0234
H  -1.277  -1.840  -1.152  0.0614
H  -1.104  -1.316  0.387  0.0611
H  1.163  -2.614  -1.219  0.0797
H  1.256  -2.041  0.425  0.1168
H  1.760  -0.132  0.149  0.1221
H  2.366  -0.552  -1.496  0.0797
H  -0.247  0.278  -1.934  0.0241
H  1.111  1.425  -1.540  0.1106
O  -1.968  0.142  1.493  -0.1104
H  -2.866  -0.057  1.952  0.0973
H  -2.210  0.648  0.692  0.0479
O  0.187  2.940  1.329  -0.0575
H  0.772  2.315  0.965  -0.0247
H  0.202  2.701  2.286  0.0609

Computed properties:
LUMO energy = 0.63 eV
E_HOMO = -8.5 eV
total charge = 0
frontier orbital gap = 9.1 eV

=====

# 3
DFT (ωB97M-V/def2-TZVPD) results for a gas-phase ion, C3H3N2O (charge +1).

Last column: Löwdin charge in e.
CARTESIAN COORDINATES (ANGSTROEM)
C  -0.526  -0.595  0.376  0.1564
C  0.482  0.280  0.937  -0.0071
C  -0.781  -0.601  -1.035  -0.2395
N  -0.173  0.010  -1.903  0.3096
N  1.365  0.879  0.218  0.0269
O  2.134  1.652  -0.042  0.3356
H  -1.356  -1.063  0.918  0.1494
H  0.555  0.498  1.939  0.1250
H  -1.700  -1.062  -1.408  0.1438

Computed properties:
LUMO energy (alpha / beta) = -8.28 / -8.34 eV
E_HOMO (alpha / beta) = -15.5 / -15.8 eV
total charge = +1
frontier orbital gap (alpha / beta) = 7.2 / 7.5 eV

=====

# 4
DFT (ωB97M-V/def2-TZVPD) results for 2 unconnected molecules or ions with the total composition C2H2BrF3O.

Last column: Löwdin charge in e.
CARTESIAN COORDINATES (ANGSTROEM)
O  -0.722  -2.547  -0.638  0.1198
C  -1.315  -1.589  -1.017  -0.1610
C  -2.612  -1.020  -0.337  -0.6214
F  -3.130  -0.119  -1.083  0.2002
F  -3.443  -2.051  -0.216  0.1558
F  -2.333  -0.540  0.944  0.1013
H  -1.071  -0.770  -1.803  0.1516
Br  1.733  0.244  0.222  0.3525
H  2.051  1.603  0.059  -0.2987

Computed properties:
LUMO energy = 0.02 eV
E_HOMO = -10.9 eV
total charge = 0
frontier orbital gap = 11.0 eV

=====

Asked for ΔE to the lowest compared entry with this formula, charge and spin across the records above, the calculation gives 0.5786, 1.9456, 6.5170, 0.6819 eV in order.